Model a:
Below is an isolated ion of composition C3H8N3 and charge +1, with properties calculated with wB97M-V/def2-TZVPD.

Geometry as XYZ:
```
14
Properties=species:S:1:pos:R:3
C -0.23741 0.26650 -1.47395
C 0.14716 0.01639 -0.04314
N -0.30173 1.06727 0.91287
C 0.05644 -1.38953 0.58908
N 1.56637 -1.26479 0.79699
N 1.63798 -0.16096 0.21042
H 0.05097 1.24032 -1.87186
H -1.32190 0.09150 -1.56960
H 0.41615 -0.34143 -2.02491
H -1.14143 0.75168 1.37185
H -0.52408 1.91472 0.44124
H 0.35393 1.26295 1.59368
H -0.52041 -1.49888 1.38437
H -0.18206 -1.95574 -0.31706
```

Calculated values
- gap between HOMO and LUMO (eV) = 10.282
- SMILES = C[C@@]1([NH3+])CN=N1
- total charge = +1

Model b:
Below is a 3-piece molecular cluster, C3H8N3 overall, with properties calculated with wB97M-V/def2-TZVPD.

Geometry as XYZ:
```
14
Properties=species:S:1:pos:R:3
C -2.85432 -1.04668 -0.33972
C -1.83201 -0.66681 0.14189
C 1.42092 0.18509 -1.08354
N 2.08628 0.81346 -0.13088
N 0.21753 -0.28851 -0.87099
N -0.54940 -0.45351 0.33524
H -3.94127 -1.02500 -0.33910
H -0.42844 1.23780 2.60994
H 1.90171 -0.09510 -2.03164
H 1.61983 1.16215 0.60550
H 2.91603 1.36425 -0.24794
H -0.25537 -0.74333 -1.66232
H -0.42575 0.57023 2.06686
H 0.12426 -1.01403 0.94669
```

Calculated values
- gap between HOMO and LUMO (eV) = 9.397
- total charge = +1

Short version: model a is the most stable of them.